# 1
21
Properties=species:S:1:pos:R:3:mulliken_charge:R:1 method="wB97M-V/def2-TZVPD" smiles="COC(=O)OC(=S)c1ccccc1" total_charge=0 relative_energy_kj_mol=90.9 homo_energy_ev=-9.322
H 4.3916 0.4702 1.1008 0.3257
C 3.3021 -1.1312 0.0789 -0.1495
H 1.9428 -2.5976 -0.7441 0.3290
C 2.5326 1.0794 0.3062 -0.3903
O -1.2027 1.0135 -0.4624 -0.3076
C 1.0336 -0.7279 -0.4270 -0.2251
C 2.1426 -1.5427 -0.5334 -0.7704
H 4.1052 -1.8999 0.1904 0.3007
C 1.2456 0.6437 -0.0947 0.7948
H -4.2647 -0.3475 1.0549 0.3033
H -4.5997 -1.2683 -0.6232 0.2425
C 0.1549 1.6277 -0.1437 0.2220
H 0.0954 -1.1155 -0.8505 0.2645
H 2.7427 2.0734 0.6427 0.3616
C -4.3968 -0.2282 -0.1207 -0.5950
H -5.3274 0.4698 -0.3611 0.2001
S 0.0738 3.2012 -0.0480 -0.2941
C 3.5376 0.1674 0.4812 -0.5326
O -3.2885 0.4437 -0.5911 -0.2691
O -2.0376 -0.5248 1.0472 -0.5249
C -2.1832 0.1938 0.0977 0.7145

***

# 2
21
Properties=species:S:1:pos:R:3:mulliken_charge:R:1 method="wB97M-V/def2-TZVPD" total_charge=+1 relative_energy_kj_mol=595.6 homo_energy_ev="-12.210 / -12.211"
C -1.3346 -0.1718 -0.2314 0.7832
C -1.3746 1.2388 -0.2344 -0.8478
H 0.7407 3.2523 1.5805 0.3141
H 1.9169 -3.2967 -0.9015 0.3851
H -3.4743 -0.9266 -0.4129 0.2128
H -2.3937 1.6735 -0.2886 0.3367
H -0.4116 -1.8686 -0.7633 0.2673
N -2.4950 -0.9767 -0.2698 -0.4306
H 3.2932 -2.0664 -0.9619 0.2915
O 1.4629 -2.0478 1.8465 -0.5210
N -0.3030 2.1820 -0.1695 0.0901
N -0.1608 -0.8382 -0.4970 -0.5424
S 1.4418 -1.3719 0.5485 0.6749
C 0.6303 1.6996 -0.9066 0.4881
C 2.4102 -2.6169 -0.3594 -0.9270
H -2.2916 -1.8798 -0.5468 0.1582
O 1.2653 1.0090 -1.4526 -0.0718
H -0.5391 4.1482 0.7311 0.3549
H -0.9882 2.8813 1.8649 0.3329
C -0.3198 3.1930 1.0783 -0.7156
H 2.9251 -3.2165 0.3458 0.3662

***

# 3
18
Properties=species:S:1:pos:R:3:mulliken_charge:R:1 method="wB97M-V/def2-TZVPD" total_charge=-1 relative_energy_kj_mol=0.0 homo_energy_ev=-3.962
C 0.9149 -1.8185 0.3949 0.0746
F -2.4750 -2.2791 -0.2233 -0.9302
H 0.6309 -1.5736 -2.1838 0.3873
H 0.4674 2.3114 -0.1199 0.2767
H -0.9849 -0.8749 -1.6168 0.3431
Cl 2.4291 0.2357 -0.4335 -0.2637
H -1.2242 -0.1441 0.5979 0.4789
C -0.4687 1.7397 -0.0128 -1.4478
H 0.2444 0.1928 -2.2651 0.3599
C 0.1171 -0.7358 -1.6949 -1.4038
C -0.2280 0.3687 0.6098 0.0986
N 0.3078 0.3900 1.9583 -0.5789
N 1.1840 -2.8356 0.8702 -0.5314
H -1.1437 2.3039 0.6459 0.4029
C 0.6213 -0.5493 -0.2767 0.8603
H -0.9684 1.6472 -0.9854 0.3838
H -0.4266 0.5007 2.6456 0.2691
H 1.0024 1.1209 2.0897 0.2207

***

# 4
105
Properties=species:S:1:pos:R:3:mulliken_charge:R:1 method="wB97M-V/def2-TZVPD" total_charge=+2 homo_energy_ev=-12.887
H 3.8025 -6.1935 -0.8869 0.4403
C 4.3438 0.5462 -1.3296 0.8283
C -2.3122 4.3758 -3.4014 -0.5830
H -0.6316 3.0678 -3.6016 0.3200
H 3.3644 4.4773 0.3266 0.5718
C 0.8388 0.6108 3.3179 0.3197
C 2.2053 -0.3980 -3.4407 -1.3095
C 4.4366 1.7196 -2.0664 -0.3835
C -4.7408 -1.7968 -3.3046 -0.7224
C -2.4259 0.0376 5.5102 -1.1337
N 0.8445 2.4155 -0.0699 0.7058
C -2.3686 -2.4329 -2.0243 -0.5600
H -0.3353 -0.8055 -4.3058 0.7052
H -3.7520 -1.8232 0.5943 0.1638
C -1.8042 -1.1989 5.5029 -0.9385
C -1.6136 3.2019 -3.1607 -0.6145
H -4.7169 1.3451 2.5383 0.5063
H 5.7239 3.2454 -2.8172 0.4606
H -4.7995 2.0056 0.8896 0.4515
C 6.7010 0.6449 -0.9025 -0.8272
C 4.1166 -2.9232 -1.6644 -0.6975
C 5.6585 2.3438 -2.2306 -0.8464
H -1.8716 5.1512 -4.0080 0.4987
H -5.6678 -1.5525 -3.8006 0.4631
H -3.1338 -3.4796 0.5434 0.5145
H 7.7460 2.2942 -1.7743 0.4291
C 2.0108 -3.3526 -0.5877 0.1476
C -2.1671 0.1857 3.1127 -0.1271
C -3.4486 2.3780 -1.8485 -0.6068
H -4.8446 0.2488 1.1484 0.3302
H 1.9276 -1.4080 -3.7426 0.6546
C 1.4366 -0.5970 2.9257 -0.0419
C -3.2971 -3.4257 -2.2943 -0.5700
H 1.5282 0.6624 -5.1499 0.5929
As -1.2430 -1.9473 1.3718 1.3373
Br 1.0734 0.4886 7.4581 -0.0426
H -1.4312 -2.6977 -1.5253 0.3542
H -3.8968 1.5813 -1.2599 0.8031
C -3.8059 -0.8035 -3.0627 -0.5163
H 5.4187 -0.9017 -0.1607 0.5774
H -3.0900 1.6891 4.3290 0.4068
H 1.1914 5.5075 -0.9582 0.5751
H -5.2112 -3.8787 -3.1294 0.4265
Br 0.0322 2.6021 5.1282 -0.0577
Sb 2.3888 -0.3798 -1.2464 1.3827
C 1.3430 4.5303 -0.5494 -0.6058
C 2.4389 3.9939 0.0960 -1.1582
H -2.7748 0.4712 6.4337 0.4618
H -1.2071 3.3394 2.1602 0.2598
C 2.3368 -4.6932 -0.4839 -0.7437
H 1.6548 -5.3835 -0.0106 0.4315
H 5.3698 -4.6212 -1.9712 0.4609
C 1.8222 -1.1557 5.2432 0.0220
C 5.4785 0.0121 -0.7374 -0.6862
Br 2.8035 -3.0418 3.3078 -0.0808
C -4.4873 -3.1050 -2.9251 -0.7114
C 1.9487 -1.4571 3.8884 0.0383
O 0.3217 1.3786 2.3513 -0.7612
C 0.7896 0.9448 4.6643 0.0394
C 3.5493 -5.1490 -0.9715 -0.7316
C -1.3907 -1.7562 4.3042 -0.5803
C -2.1854 2.1895 -2.3938 0.7109
H 3.2222 -0.2156 -3.7773 0.5753
H -2.6003 3.6816 1.0996 0.4131
H 0.4328 -3.7425 2.1931 0.1505
C 1.2515 0.0566 5.6309 0.2674
H -1.6592 -1.7401 6.4247 0.4771
C 1.2717 0.6098 -4.0860 -0.4275
H 4.8067 -2.2317 -2.1289 0.5825
H -0.8083 0.8600 -4.6261 0.6872
C -3.5863 4.5445 -2.8830 -0.8385
C -1.5722 -1.0806 3.1003 0.7764
As -2.4037 1.1753 1.4334 1.6217
H 2.6788 1.9372 0.8892 0.4535
H -0.5125 3.6271 -1.0394 -0.0627
C -3.1338 -2.5527 1.1217 -1.2939
H -3.5734 -2.7595 2.1021 0.4136
Hf 0.1742 0.3103 0.7560 0.1111
H -3.0942 -4.4504 -2.0193 0.5143
H 7.5841 0.2264 -0.4486 0.4391
C -0.6166 -3.7412 1.8966 -1.4900
H -1.2386 -4.1361 2.7091 0.5583
C 2.0814 2.6800 0.3804 -0.2408
C -4.1527 3.5443 -2.1068 -0.9140
C -2.2381 3.0710 1.9341 -1.3034
H -0.7354 -4.4019 1.0301 0.4732
C -2.6251 -1.1174 -2.4048 0.7576
N 0.4136 3.5679 -0.6229 -0.1429
Sb -1.0866 0.3608 -2.0032 1.3226
H 3.5518 2.1374 -2.5354 0.2693
C -2.6017 0.7212 4.3193 -1.0159
H -3.9893 0.2113 -3.3919 0.4885
H -2.8486 3.3062 2.8095 0.5065
C 6.7935 1.8076 -1.6471 -0.5315
H -4.1380 5.4486 -3.0912 0.4354
H -5.1509 3.6658 -1.7156 0.4716
H 1.0442 -2.9953 -0.2195 0.0426
Br 2.3655 -2.4139 6.5410 -0.0916
O 1.4420 -0.8667 1.6068 -0.2788
C 4.4299 -4.2683 -1.5763 -0.9015
C 2.9105 -2.4614 -1.1557 0.2567
C -4.4108 1.1862 1.4986 -1.1383
C -0.1927 0.2262 -3.9877 -1.5281
H -0.9171 -2.7300 4.3213 0.3242
H 1.4399 1.6148 -3.6797 0.0563

***

no.,DFT total energy (eV)
1,-26438.49778
2,-24734.78389
3,-23551.71575
4,-471740.10156